(1)
The following is a DFT calculation (wB97M-V/def2-TZVPD) of a molecular structure, CH2O2S in a non-equilibrium geometry.

The relative energy (zero: lowest compared OMol25 entry of this formula, charge and spin) is 5.3689 eV. The value obtained for the HOMO energy is -0.3300 hartree. Its total energy is -15994.5664 eV. The frontier orbital gap comes out at 8.73 eV.

Structure (XYZ):
```
6
CH2O2S (wB97M-V/def2-TZVPD)
C 0.57 -0.12 0.06
O -0.21 1.08 -0.22
O -1.56 0.58 -0.03
S -1.00 -1.05 -0.19
H 1.21 -0.45 -0.70
H 0.98 -0.04 1.08
```

=====

(2)
The following is a DFT calculation (wB97M-V/def2-TZVPD) of 32 unconnected molecules or ions with the total composition H64O32 in a non-equilibrium geometry.

The relative energy (zero: lowest compared OMol25 entry of this formula, charge and spin) is 2.6084 eV. The value obtained for the HOMO energy is -0.3385 hartree. Its total energy is -66563.4739 eV. The frontier orbital gap comes out at 8.15 eV.

Structure (XYZ):
```
96
H64O32 (wB97M-V/def2-TZVPD)
O 3.44 -0.75 -3.07
H 3.84 0.04 -2.71
H 2.67 -0.91 -2.52
O 1.35 -1.71 -1.40
H 0.44 -1.46 -1.60
H 1.33 -2.67 -1.38
O 0.27 -2.72 -4.17
H 0.90 -3.12 -3.57
H -0.06 -3.44 -4.70
O -2.30 1.11 0.44
H -2.68 0.58 -0.26
H -2.28 2.00 0.08
O 0.96 3.59 -2.47
H 0.45 2.83 -2.74
H 0.74 4.27 -3.10
O -2.75 -3.62 0.66
H -3.09 -2.74 0.51
H -3.25 -3.95 1.41
O 2.06 -4.43 -2.11
H 2.23 -4.64 -1.20
H 2.87 -4.66 -2.57
O 4.65 1.05 -0.97
H 3.99 0.96 -0.27
H 4.39 1.83 -1.45
O 0.08 -3.51 1.46
H -0.83 -3.74 1.27
H 0.04 -2.61 1.79
O -2.74 3.41 -0.62
H -3.58 3.14 -0.98
H -2.97 3.88 0.19
O -3.95 -1.29 2.37
H -4.09 -0.63 3.05
H -2.99 -1.37 2.31
O 0.47 -0.31 -5.55
H -0.40 -0.03 -5.83
H 0.31 -1.05 -4.97
O -0.25 5.05 0.01
H -1.16 4.97 -0.25
H 0.24 4.56 -0.66
O -0.81 1.78 -3.58
H -1.58 2.04 -3.08
H -1.01 0.89 -3.88
O 3.45 -2.40 1.82
H 3.20 -3.21 1.38
H 3.44 -2.61 2.75
O 1.19 2.11 2.35
H 0.56 2.81 2.52
H 0.77 1.56 1.69
O -1.22 -1.08 2.30
H -1.05 -0.87 3.22
H -0.51 -0.65 1.82
O 4.41 -2.75 -1.31
H 3.84 -2.34 -0.66
H 4.22 -2.29 -2.13
O 2.85 2.06 4.40
H 2.11 2.16 3.79
H 3.62 2.23 3.86
O -0.78 -0.49 4.81
H 0.17 -0.53 4.86
H -1.07 -1.37 5.06
O -4.04 1.05 -2.28
H -4.45 0.32 -1.82
H -3.95 0.74 -3.19
O -3.81 -1.47 -0.60
H -4.42 -1.90 -1.21
H -4.36 -0.88 -0.08
O -2.85 4.33 1.78
H -2.11 4.02 2.30
H -3.43 4.74 2.42
O 2.59 -4.89 0.58
H 1.70 -4.72 0.91
H 2.79 -5.78 0.88
O 3.74 3.11 -2.13
H 3.78 3.89 -1.58
H 2.82 3.02 -2.36
O -1.04 3.48 3.49
H -0.61 3.97 4.19
H -1.50 2.77 3.94
O -4.17 1.56 2.31
H -3.40 1.27 1.81
H -4.11 2.51 2.32
O -2.11 -0.66 -4.37
H -1.61 -1.40 -4.72
H -3.03 -0.92 -4.48
O 0.42 0.45 0.39
H 0.78 0.01 -0.38
H -0.51 0.55 0.19
O -1.37 -1.01 -1.60
H -1.51 -1.04 -2.55
H -2.24 -1.19 -1.23
O 2.35 -0.52 5.22
H 2.62 0.26 4.73
H 3.17 -0.94 5.48
O 3.54 0.29 1.58
H 3.45 -0.66 1.69
H 2.71 0.64 1.91
```

=====

(3)
The following is a DFT calculation (wB97M-V/def2-TZVPD) of 2 unconnected molecules or ions with the total composition C33H37BF3NO3 in a non-equilibrium geometry.

The relative energy (zero: lowest compared OMol25 entry of this formula, charge and spin) is 0.0000 eV. The value obtained for the HOMO energy is -0.2476 hartree. As for the SMILES: COc1ccc(/C=C2/c3ccccc3N(C)[C@H]2B2OC(C)(C)C(C)(C)O2)cc1.FC(F)(F)c1ccc(C2CC2)cc1. Its total energy is -51282.9840 eV. The frontier orbital gap comes out at 7.16 eV.

Structure (XYZ):
```
78
C33H37BF3NO3 (wB97M-V/def2-TZVPD)
C 5.01 -1.85 -2.69
C 5.12 -2.80 -1.51
C 5.04 -4.24 -2.00
C 6.26 -2.43 -0.43
C 7.30 -3.52 -0.23
C 6.88 -1.05 -0.60
O 5.55 -2.39 0.86
B 4.25 -2.67 0.62
C 2.80 2.74 -0.29
C 3.55 3.30 0.73
C 2.96 4.17 1.63
C 1.62 4.47 1.45
C 0.95 5.38 2.43
F 0.14 6.29 1.80
F 0.16 4.63 3.28
F 1.84 6.08 3.20
C 0.85 3.93 0.44
C 1.45 3.07 -0.47
C 3.50 1.92 -1.27
C 2.97 1.66 -2.66
C 3.90 2.80 -2.46
O 3.92 -2.76 -0.73
H 5.90 -1.95 -3.33
H 4.15 -2.10 -3.31
H 4.90 -0.80 -2.41
H 5.85 -4.52 -2.67
H 4.95 -4.92 -1.15
H 4.09 -4.33 -2.55
H 7.87 -3.76 -1.13
H 7.98 -3.18 0.56
H 6.79 -4.44 0.10
H 7.49 -1.00 -1.51
H 6.13 -0.24 -0.65
H 7.51 -0.84 0.27
H 4.62 3.08 0.78
H 3.52 4.61 2.43
H -0.19 4.21 0.33
H 0.88 2.69 -1.33
H 4.21 1.17 -0.91
H 3.39 0.81 -3.19
H 1.92 1.83 -2.83
H 3.44 3.80 -2.38
H 4.91 2.74 -2.84
C 4.02 1.69 6.70
O 2.90 1.93 5.81
C 2.90 1.45 4.53
C 4.02 0.89 3.88
C 3.90 0.47 2.55
C 2.70 0.58 1.83
C 2.54 0.01 0.45
C 2.28 -1.36 0.51
C 1.26 -2.18 -0.13
C 0.57 -2.06 -1.34
C 0.01 -3.21 -1.90
C 0.01 -4.45 -1.25
C 0.58 -4.57 0.03
C 1.18 -3.43 0.58
N 2.10 -3.43 1.59
C 2.43 -4.55 2.44
C 2.99 -2.28 1.49
C 1.60 1.14 2.52
C 1.68 1.56 3.82
H 3.75 2.19 7.63
H 4.17 0.62 6.88
H 4.95 2.13 6.29
H 4.95 0.77 4.43
H 4.77 -0.01 2.08
H 2.10 0.53 -0.39
H 0.55 -1.10 -1.85
H -0.45 -3.16 -2.90
H -0.42 -5.34 -1.72
H 0.65 -5.53 0.55
H 2.26 -5.51 1.94
H 3.48 -4.47 2.69
H 1.86 -4.53 3.38
H 3.25 -1.87 2.46
H 0.64 1.23 2.00
H 0.83 1.98 4.36
```

=====

(4)
The following is a DFT calculation (wB97M-V/def2-TZVPD) of a molecular structure, C30H35FN5O2S2SiTi in a non-equilibrium geometry.

As for the net charge: -1. The relative energy (zero: lowest compared OMol25 entry of this formula, charge and spin) is 0.5589 eV. The value obtained for the HOMO energy (spin up / spin down) is -0.1431 / -0.1373 hartree. Its total energy is -98609.4414 eV. The frontier orbital gap (spin up / spin down) comes out at 6.54 / 6.41 eV.

Structure (XYZ):
```
77
C30H35FN5O2S2SiTi (wB97M-V/def2-TZVPD)
Ti -0.60 0.91 0.05
C 3.83 1.46 -0.44
C 2.36 1.36 -0.74
N 1.46 1.38 0.21
N 2.05 1.62 1.47
C 1.26 1.53 2.48
S -0.42 1.24 2.53
S 2.13 1.74 4.05
C 2.65 -0.01 4.20
C 3.72 -0.42 3.24
C 3.39 -1.14 2.10
C 4.37 -1.48 1.18
C 5.69 -1.12 1.39
C 6.03 -0.40 2.53
C 5.05 -0.05 3.45
C 1.98 1.23 -2.18
C 3.00 1.26 -3.15
C 2.73 1.18 -4.50
C 1.40 1.07 -4.93
C 0.38 1.06 -4.01
C 0.64 1.15 -2.63
O -0.37 1.16 -1.81
H 4.02 1.35 0.62
H 4.22 2.42 -0.78
H 4.37 0.68 -0.98
H 1.76 -0.63 4.06
H 2.97 -0.13 5.24
H 2.35 -1.41 1.91
H 4.08 -2.03 0.29
H 6.45 -1.38 0.67
H 7.06 -0.10 2.70
H 5.32 0.53 4.32
H 4.03 1.35 -2.85
H 3.54 1.20 -5.22
H 1.18 1.00 -5.98
H -0.66 0.99 -4.31
C -3.31 -1.49 0.55
Si -3.96 0.24 0.29
C -5.01 0.18 -1.28
C -5.07 0.59 1.78
N -2.66 1.39 0.16
C -2.96 2.73 -0.02
C -4.25 3.28 -0.13
C -4.48 4.64 -0.32
C -3.43 5.54 -0.39
C -2.13 5.04 -0.27
C -1.95 3.70 -0.09
F -0.66 3.24 0.04
H -4.18 -2.14 0.66
H -2.68 -1.59 1.43
H -2.73 -1.83 -0.31
H -5.63 -0.71 -1.26
H -4.35 0.11 -2.15
H -5.66 1.04 -1.43
H -5.70 -0.28 1.97
H -5.73 1.45 1.67
H -4.45 0.76 2.66
H -5.11 2.63 -0.07
H -5.50 4.99 -0.40
H -3.60 6.59 -0.53
H -1.26 5.68 -0.31
N -0.16 -0.92 0.12
C 0.36 -2.00 0.55
N 0.05 -3.16 -0.10
C 0.67 -4.40 0.30
C -0.37 -5.50 0.33
O -1.03 -5.62 -0.93
C -1.66 -4.40 -1.29
C -0.67 -3.25 -1.35
H 1.13 -4.25 1.28
H 1.46 -4.68 -0.42
H -1.12 -5.27 1.11
H 0.07 -6.47 0.54
H -2.44 -4.16 -0.55
H -2.13 -4.58 -2.25
H -1.16 -2.30 -1.55
H 0.04 -3.44 -2.17
```

=====

(5)
The following is a DFT calculation (wB97M-V/def2-TZVPD) of 11 unconnected molecules or ions with the total composition H22O11 in a non-equilibrium geometry.

The relative energy (zero: lowest compared OMol25 entry of this formula, charge and spin) is 3.3734 eV. The value obtained for the HOMO energy is -0.3333 hartree. As for the SMILES: O.O.O.O.O.O.O.O.O.O.O. Its total energy is -22878.1405 eV. The frontier orbital gap comes out at 9.09 eV.

Structure (XYZ):
```
33
H22O11 (wB97M-V/def2-TZVPD)
H 0.28 -1.16 0.83
H 0.02 -0.22 -0.34
H -1.44 -3.62 -0.80
H -2.82 -4.20 -0.56
H -4.19 2.31 1.61
H -2.81 2.94 1.73
H 2.70 3.04 0.50
H 3.86 4.03 0.55
H -0.15 -0.97 2.99
H -1.44 -1.72 2.67
H 5.95 -1.07 2.17
H 4.58 -0.40 2.25
H 2.54 -1.83 0.83
H 2.62 -0.84 -0.32
H -0.86 1.75 -4.24
H -2.34 1.76 -4.59
H -1.81 1.74 -0.75
H -2.55 0.85 -1.73
H -2.01 -1.57 4.57
H -2.96 -2.41 3.73
H 2.00 1.05 -4.39
H 0.65 1.00 -5.08
O 0.73 -0.68 0.12
O -2.35 -3.57 -1.11
O -3.27 2.15 1.41
O 3.33 3.51 -0.07
O -0.79 -1.13 2.28
O 5.01 -1.23 2.00
O 2.72 -1.77 -0.12
O -1.47 1.74 -4.99
O -1.98 0.82 -0.95
O -2.82 -1.51 4.04
O 1.06 1.21 -4.24
```

=====

(6)
The following is a DFT calculation (wB97M-V/def2-TZVPD) of a molecular structure, C24H33Cl2N4PtS2Se in a non-equilibrium geometry.

As for the net charge: +1. The relative energy (zero: lowest compared OMol25 entry of this formula, charge and spin) is 0.4959 eV. The value obtained for the HOMO energy is -0.3704 hartree. Its total energy is -146689.4378 eV. The frontier orbital gap comes out at 6.04 eV.

Structure (XYZ):
```
67
C24H33Cl2N4PtS2Se (wB97M-V/def2-TZVPD)
Pt -1.51 -1.42 0.03
Cl -2.87 0.87 0.36
C -4.41 0.60 -0.35
C -5.37 1.59 -0.23
C -6.62 1.39 -0.79
C -6.92 0.21 -1.43
C -5.96 -0.78 -1.54
Cl -6.35 -2.25 -2.34
C -4.67 -0.61 -1.00
S -3.52 -1.91 -1.15
H -5.13 2.51 0.28
H -7.37 2.17 -0.71
H -7.90 0.06 -1.85
C 1.74 -3.94 1.76
N 0.39 -4.23 2.18
C -0.68 -4.14 1.40
S -0.53 -3.71 -0.25
N -1.87 -4.48 1.90
C -3.05 -4.70 1.10
H 2.44 -4.40 2.46
H 1.92 -2.86 1.75
H 1.91 -4.34 0.76
H 0.26 -4.39 3.17
H -1.90 -4.81 2.86
H -3.31 -3.80 0.54
H -3.88 -4.97 1.75
H -2.87 -5.51 0.39
C 1.55 2.52 3.46
C 1.96 3.20 2.16
C 0.80 3.85 1.41
C -0.19 2.86 0.79
N 0.44 2.02 -0.21
C 0.72 0.70 -0.10
Se 0.31 -0.38 1.36
N 1.39 0.29 -1.20
C 1.90 -1.05 -1.40
C 3.41 -1.10 -1.68
C 4.27 -0.43 -0.61
C 4.27 -1.22 0.69
C 1.51 1.36 -2.06
C 2.06 1.49 -3.33
C 2.03 2.74 -3.91
C 1.44 3.83 -3.27
C 0.86 3.71 -2.03
C 0.91 2.46 -1.42
H 2.44 2.16 3.98
H 0.91 1.67 3.27
H 1.03 3.21 4.11
H 2.47 2.47 1.51
H 2.69 3.98 2.39
H 1.21 4.50 0.63
H 0.23 4.47 2.10
H -1.00 3.41 0.30
H -0.61 2.22 1.56
H 1.36 -1.52 -2.22
H 1.68 -1.62 -0.49
H 3.62 -0.66 -2.65
H 3.68 -2.16 -1.74
H 3.92 0.59 -0.42
H 5.29 -0.35 -1.00
H 3.30 -1.13 1.19
H 5.03 -0.84 1.37
H 4.48 -2.27 0.49
H 2.47 0.65 -3.85
H 2.46 2.87 -4.89
H 1.41 4.79 -3.78
H 0.36 4.54 -1.56
```

=====

(7)
The following is a DFT calculation (wB97M-V/def2-TZVPD) of 7 unconnected molecules or ions with the total composition C32H57B3F5N7O3 in a non-equilibrium geometry.

The value obtained for the HOMO energy is -0.3336 hartree. As for the SMILES: CCCNB1OBOB(CCCC(F)(F)C(F)(F)F)O1.CCCC#N.CCCC#N.CCCC#N.CCCC#N.CCCC#N.CCCC#N. Its total energy is -66294.7804 eV. The frontier orbital gap comes out at 9.52 eV.

Structure (XYZ):
```
107
C32H57B3F5N7O3 (wB97M-V/def2-TZVPD)
C 4.29 -0.19 0.42
C 2.71 -0.59 0.15
C 1.83 0.66 -0.47
N 1.73 0.64 -1.99
B 0.31 0.98 -2.45
O -0.66 0.03 -3.02
B -1.94 0.18 -2.25
O -2.50 1.50 -1.83
B -1.31 2.29 -1.35
C -1.45 2.97 0.14
C -0.07 3.62 0.74
C 0.54 4.88 -0.12
C 2.00 5.26 0.55
F 2.21 6.76 0.54
F 2.06 4.89 2.01
C 3.29 4.54 -0.15
F 3.02 3.91 -1.46
F 4.35 5.59 -0.31
F 3.86 3.51 0.79
O -0.14 2.38 -2.26
H 4.97 -1.10 0.14
H 4.35 0.12 1.57
H 4.55 0.78 -0.22
H 2.62 -1.48 -0.62
H 2.25 -0.85 1.20
H 2.29 1.72 -0.19
H 0.78 0.62 0.08
H 2.36 1.41 -2.34
H -2.52 -0.83 -2.03
H -1.76 2.10 0.89
H -2.34 3.76 0.21
H -0.35 4.05 1.81
H 0.78 2.82 0.94
H 0.59 4.69 -1.29
H -0.17 5.82 0.01
C 6.21 1.95 -2.67
C 7.06 0.93 -3.43
C 6.44 0.51 -4.76
C 5.08 -0.14 -4.51
N 3.96 -0.68 -4.30
H 5.23 1.53 -2.40
H 6.70 2.24 -1.74
H 6.04 2.85 -3.27
H 7.21 0.05 -2.79
H 8.05 1.37 -3.62
H 7.09 -0.21 -5.27
H 6.31 1.37 -5.41
C 3.75 -0.28 4.69
C 2.65 -0.16 5.73
C 1.32 -0.78 5.27
C 0.83 -0.07 4.02
N 0.42 0.52 2.98
H 3.50 0.26 3.77
H 4.68 0.15 5.07
H 3.94 -1.32 4.43
H 2.50 0.90 5.97
H 2.97 -0.65 6.65
H 0.57 -0.68 6.06
H 1.45 -1.84 5.06
C -0.73 -6.04 -2.94
C -1.16 -4.63 -3.35
C -0.21 -3.55 -2.85
C -0.16 -3.57 -1.34
N -0.11 -3.58 -0.08
H -0.72 -6.15 -1.85
H -1.42 -6.78 -3.34
H 0.27 -6.26 -3.32
H -2.18 -4.45 -2.97
H -1.22 -4.59 -4.45
H -0.56 -2.56 -3.19
H 0.80 -3.70 -3.25
C -5.14 1.86 -3.37
C -5.32 0.92 -4.56
C -6.75 0.89 -5.09
C -7.70 0.41 -4.00
N -8.48 0.01 -3.09
H -5.75 1.54 -2.51
H -4.10 1.87 -3.05
H -5.43 2.88 -3.63
H -5.01 -0.09 -4.27
H -4.65 1.24 -5.37
H -6.83 0.22 -5.95
H -7.06 1.89 -5.42
C -10.67 -4.56 -4.32
C -10.60 -3.96 -2.93
C -9.20 -3.47 -2.55
C -8.23 -4.64 -2.58
N -7.42 -5.61 -2.61
H -10.04 -5.45 -4.41
H -11.70 -4.87 -4.56
H -10.35 -3.84 -5.08
H -10.94 -4.71 -2.20
H -11.30 -3.11 -2.87
H -9.21 -3.04 -1.55
H -8.86 -2.70 -3.26
C 5.59 0.39 9.38
C 4.56 1.35 9.98
C 3.42 0.62 10.69
C 2.68 -0.26 9.70
N 2.07 -1.00 8.87
H 5.15 -0.25 8.61
H 6.41 0.95 8.91
H 6.02 -0.25 10.16
H 4.17 1.98 9.18
H 5.07 2.01 10.69
H 2.72 1.35 11.11
H 3.80 0.01 11.51
```

=====

(8)
The following is a DFT calculation (wB97M-V/def2-TZVPD) of 2 unconnected molecules or ions with the total composition C15H18O in a non-equilibrium geometry.

The relative energy (zero: lowest compared OMol25 entry of this formula, charge and spin) is 3.1503 eV. The value obtained for the HOMO energy is -0.3052 hartree. As for the SMILES: CCc1ccc(O)cc1.Cc1ccccc1. Its total energy is -17891.5217 eV. The frontier orbital gap comes out at 9.14 eV.

Structure (XYZ):
```
34
C15H18O (wB97M-V/def2-TZVPD)
C -1.13 -0.73 -1.50
C -1.43 -0.10 -2.90
C -2.14 -0.53 -0.43
C -3.15 -1.50 -0.22
C -2.12 0.64 0.36
C -4.03 -1.36 0.81
C -3.10 0.77 1.32
C -4.11 -0.17 1.51
O -5.11 0.18 2.29
H -0.88 -1.81 -1.57
H -0.22 0.01 -1.27
H -1.34 -0.83 -3.64
H -3.05 -2.32 -0.87
H -1.28 1.33 0.32
H -4.94 -2.12 0.87
H -2.99 1.69 1.93
H -5.41 -0.46 2.82
H -0.90 0.72 -3.08
H -2.54 0.06 -2.70
C 2.79 1.63 -1.41
C 4.60 0.48 1.74
C 3.91 -0.66 2.10
C 4.20 1.20 0.60
C 3.17 0.77 -0.22
C 2.74 -1.01 1.32
C 2.52 -0.40 0.10
H 5.33 0.73 2.49
H 4.16 -1.08 3.13
H 4.79 2.21 0.31
H 2.26 -1.95 1.50
H 1.58 1.52 -1.44
H 3.27 1.20 -2.23
H 1.69 -0.79 -0.68
H 2.87 2.68 -1.37
```